Entry 1:
Entry from the Open Molecules 2025 dataset: a structure of composition C38H57ClIrN4SbSi3 (ωB97M-V/def2-TZVPD).

Last column: Mulliken charge in e.
Geometry (Å):
Ir (-1.13148, -0.53863, 0.87928)  1.011
C (2.70330, -0.77922, 0.22675)  -1.022
Sb (1.34142, -1.02287, 1.88994)  -0.253
C (-0.20113, -2.39966, 1.11003)  0.681
C (0.09371, -3.06447, -0.18227)  0.524
C (0.44366, -2.35204, -1.34453)  0.266
C (0.66434, -3.02380, -2.52639)  -0.621
C (0.53753, -4.40981, -2.55524)  -0.665
C (0.19760, -5.04115, -1.37362)  -0.795
N (-0.01845, -4.40436, -0.22328)  -0.288
Si (-0.64174, -3.60605, 2.47454)  0.424
C (-2.23803, -4.57961, 2.23046)  -1.005
C (-0.96491, -2.69851, 4.10674)  -1.376
C (0.73169, -4.83025, 2.86146)  -1.242
C (3.15938, 3.21499, -0.46670)  1.195
C (2.46415, 2.42803, -1.41324)  -0.543
C (3.07301, 1.91226, -2.60710)  -0.768
C (2.37011, 1.15948, -3.50292)  -1.151
C (1.00870, 0.89866, -3.27986)  -0.385
C (0.46859, 1.43643, -2.13149)  -0.103
N (1.13324, 2.14180, -1.21582)  0.163
Si (4.96381, 3.12739, -0.21428)  0.108
C (5.36997, 2.91048, 1.62610)  -1.034
C (5.82638, 1.63420, -0.99818)  -1.221
C (5.94262, 4.63936, -0.80035)  -1.226
Si (2.16684, 4.21522, 0.69466)  -0.142
C (3.09439, 5.78002, 1.23573)  -1.134
C (0.56655, 4.93880, -0.01410)  -0.973
C (1.72301, 3.30899, 2.30255)  -0.166
H (3.01654, -1.75517, -0.14548)  0.518
H (3.57437, -0.25341, 0.62158)  0.313
H (2.28776, -0.18562, -0.58243)  0.071
H (0.53144, -1.27361, -1.30998)  -0.050
H (0.93245, -2.46474, -3.41581)  0.461
H (0.69942, -4.98050, -3.45988)  0.421
H (0.08523, -6.12173, -1.34225)  0.470
H (-3.10741, -3.92494, 2.12746)  0.195
H (-2.40205, -5.20747, 3.11249)  0.554
H (-2.18925, -5.22640, 1.35573)  0.215
H (-1.93924, -2.20054, 4.09814)  0.247
H (-0.17993, -1.98178, 4.36328)  0.406
H (-0.99634, -3.44009, 4.91001)  0.465
H (0.96967, -5.43190, 1.98416)  0.306
H (0.42785, -5.49963, 3.67184)  0.351
H (1.63526, -4.30235, 3.17385)  0.283
H (4.10539, 2.15771, -2.80777)  0.397
H (2.86232, 0.78708, -4.39574)  0.362
H (0.39918, 0.32865, -3.96766)  0.638
H (-0.58671, 1.26095, -1.92685)  0.082
H (4.98782, 1.94397, 1.96808)  0.206
H (4.92894, 3.67847, 2.26277)  0.317
H (6.45209, 2.92159, 1.78912)  0.388
H (5.20245, 0.73850, -0.93748)  0.275
H (6.74741, 1.44429, -0.43818)  0.422
H (6.10420, 1.77622, -2.04400)  0.364
H (5.57861, 5.55353, -0.32591)  0.329
H (5.82748, 4.76267, -1.88094)  0.309
H (7.01067, 4.54287, -0.58145)  0.309
H (3.21292, 6.45283, 0.38179)  0.281
H (4.08702, 5.58886, 1.64468)  0.306
H (2.51587, 6.30913, 1.99995)  0.318
H (0.76765, 5.38446, -0.99172)  0.343
H (0.19355, 5.72859, 0.64709)  0.298
H (-0.21765, 4.19639, -0.15601)  0.094
H (2.62173, 3.17609, 2.91061)  0.515
H (1.35517, 2.30425, 2.07039)  -0.759
H (0.98016, 3.83275, 2.91372)  0.374
N (-1.82782, 0.23335, 2.95989)  -0.511
C (-1.34237, 1.61580, 3.08110)  -0.967
C (-1.61352, 2.36696, 1.79028)  -0.399
N (-1.06279, 1.63498, 0.63811)  0.049
H (-2.83490, 0.17688, 3.06277)  0.270
H (-1.40722, -0.36335, 3.66009)  0.100
H (-0.26919, 1.56518, 3.25841)  0.385
H (-1.80792, 2.14697, 3.91774)  0.451
H (-1.20220, 3.37634, 1.85481)  0.448
H (-2.69572, 2.45272, 1.64555)  0.393
H (-0.10094, 1.91633, 0.38645)  -0.642
H (-1.60772, 1.86714, -0.18754)  0.115
Cl (-5.74699, -6.08023, -2.74400)  -0.253
C (-5.26779, -4.71528, -1.76772)  0.171
C (-3.93831, -4.56437, -1.41164)  -1.667
C (-3.56786, -3.47779, -0.63703)  0.925
C (-4.50904, -2.53998, -0.21708)  -0.155
C (-4.07721, -1.35110, 0.61904)  -0.223
C (-5.83395, -2.71255, -0.59802)  -0.577
C (-6.22393, -3.79855, -1.36955)  -0.774
H (-3.19981, -5.28624, -1.73420)  0.571
H (-2.52901, -3.35620, -0.35555)  0.901
H (-3.91587, -1.66610, 1.65425)  0.410
H (-4.88616, -0.60821, 0.60837)  0.392
H (-6.57732, -1.98442, -0.29435)  0.380
H (-7.25579, -3.92981, -1.66536)  0.407
C (-2.81418, -0.74470, 0.04846)  -0.246
C (-3.02263, -0.15933, -1.30269)  -0.958
C (-3.71795, 1.04785, -1.42229)  0.164
C (-3.85134, 1.67442, -2.65453)  -0.827
C (-3.32344, 1.08651, -3.79422)  -0.637
C (-2.66134, -0.13028, -3.69085)  -0.699
C (-2.49991, -0.74230, -2.45865)  0.345
H (-4.14506, 1.50644, -0.53497)  0.377
H (-4.36840, 2.62369, -2.72252)  0.408
H (-3.42076, 1.57515, -4.75489)  0.388
H (-2.24838, -0.59764, -4.57633)  0.424
H (-1.95552, -1.67395, -2.37740)  0.407

Calculated values
- Charge: -1
- E_HOMO (spin up / spin down): -3.41 / -3.41 eV
- Multiplicity: 2
- Kohn-Sham gap (spin up / spin down): 5.26 / 5.24 eV
- Strongest force on any atom: 0.13 eV Å⁻¹
- M: 1003.590 g/mol

Entry 2:
Entry from the Open Molecules 2025 dataset: a cluster of 6 separate species, C34H76BI2N4O11 in total (ωB97M-V/def2-TZVPD).

Last column: Mulliken charge in e.
Geometry (Å):
C (2.98955, -0.55326, 0.60501)  -1.590
C (2.89781, -1.80978, -0.33250)  0.228
N (2.43481, -1.51584, -1.72392)  0.082
C (1.20361, -2.13435, -2.04938)  0.050
C (-0.03314, -1.47713, -2.50529)  -0.671
C (-0.24779, 0.04510, -2.69056)  -1.025
I (-1.25244, 1.23805, -1.17885)  0.158
C (0.21288, 0.66772, -3.81647)  0.488
C (0.06680, 2.17832, -4.16238)  -0.849
I (1.25909, -0.56571, -5.27404)  0.068
N (-1.02792, -2.43971, -2.76687)  0.618
C (-2.41106, -2.31694, -3.27407)  -1.015
C (-3.45633, -1.79661, -2.22243)  0.352
C (-4.93601, -1.80122, -2.82696)  -0.746
C (-5.66562, -3.21053, -2.70232)  -0.518
N (-7.06535, -2.97326, -2.22637)  -0.605
C (-0.48107, -3.66261, -2.49665)  -0.309
N (0.82501, -3.48945, -2.08294)  0.476
B (1.67967, -4.67029, -1.74609)  0.366
O (1.06643, -5.72470, -1.05012)  -0.628
C (3.25173, -4.80477, -2.07960)  -0.234
C (3.57116, -4.13833, -3.48606)  -0.953
H (3.58423, 0.29474, 0.16962)  0.414
H (3.54038, -0.86154, 1.54380)  0.414
H (1.97420, -0.21766, 0.94541)  0.333
H (3.95018, -2.21881, -0.42653)  0.017
H (2.31019, -2.62909, 0.17542)  0.237
H (2.23554, -0.50645, -1.75179)  0.539
H (-0.06362, 2.84849, -3.27663)  0.163
H (-0.81634, 2.30269, -4.85373)  0.270
H (0.96872, 2.47973, -4.76185)  0.392
H (-2.44923, -1.65474, -4.17944)  0.296
H (-2.72128, -3.35139, -3.60319)  0.332
H (-3.20774, -0.75025, -1.91032)  -0.299
H (-3.49154, -2.46184, -1.31963)  0.248
H (-5.54710, -1.04384, -2.25624)  0.407
H (-4.95621, -1.47361, -3.90160)  0.329
H (-5.69006, -3.73373, -3.70337)  0.310
H (-5.17303, -3.89618, -1.96415)  0.305
H (-7.51822, -2.28599, -2.83789)  0.259
H (-6.97782, -2.54516, -1.29869)  0.186
H (-0.91737, -4.68555, -2.56331)  0.459
H (1.75897, -6.17728, -0.52910)  0.350
H (3.80584, -4.30947, -1.22327)  0.094
H (3.53501, -5.88850, -2.14073)  0.399
H (3.63683, -3.01729, -3.43481)  0.212
H (2.72043, -4.41057, -4.18087)  0.327
H (4.55079, -4.52852, -3.88859)  0.317
C (-0.41262, 4.81541, 0.59335)  -0.463
O (-0.16172, 5.44857, -0.65315)  -0.323
C (-1.36121, 5.79655, -1.33730)  -0.322
C (-1.67855, 7.27563, -1.18287)  -0.714
O (-1.99974, 7.59756, 0.16470)  -0.386
C (-0.91771, 8.21107, 0.85126)  -0.627
H (0.51953, 4.79745, 1.15890)  0.209
H (-1.16213, 5.34913, 1.18010)  0.398
H (-0.74046, 3.78577, 0.42427)  -0.070
H (-2.19833, 5.17897, -0.99434)  0.327
H (-1.19692, 5.58160, -2.39869)  0.339
H (-2.56141, 7.50933, -1.78631)  0.402
H (-0.85079, 7.89335, -1.54535)  0.339
H (-0.80450, 9.24615, 0.51549)  0.356
H (0.02042, 7.67090, 0.70028)  0.205
H (-1.15060, 8.21385, 1.91644)  0.243
C (9.15609, -6.62007, -2.79087)  -0.761
O (7.85010, -6.07150, -2.91028)  -0.372
C (7.21751, -5.89147, -1.64993)  -0.429
C (7.27682, -4.43534, -1.20502)  -0.298
O (8.61051, -4.03189, -0.92834)  -0.417
C (9.17955, -3.27024, -1.98390)  -0.741
H (9.65998, -6.50588, -3.75082)  0.250
H (9.74524, -6.10843, -2.02752)  0.337
H (9.09083, -7.68628, -2.55311)  0.323
H (7.65709, -6.55096, -0.89517)  0.366
H (6.16768, -6.17846, -1.77670)  0.238
H (6.71210, -4.33057, -0.27167)  0.312
H (6.81734, -3.77709, -1.95099)  0.293
H (8.75729, -2.26049, -1.98236)  0.318
H (9.01439, -3.73642, -2.95841)  0.323
H (10.25321, -3.19901, -1.80906)  0.262
C (5.27854, 4.04622, 3.39415)  -0.662
O (5.52287, 4.67888, 2.14770)  -0.402
C (4.32125, 5.02504, 1.46750)  -0.307
C (4.00525, 6.50629, 1.62250)  -0.523
O (3.68877, 6.82871, 2.97205)  -0.325
C (4.77396, 7.44101, 3.65434)  -0.793
H (6.21356, 4.03029, 3.95483)  0.262
H (4.53055, 4.58057, 3.98344)  0.322
H (4.94998, 3.01421, 3.22946)  0.238
H (3.48606, 4.40626, 1.81294)  0.238
H (4.48205, 4.80953, 0.40620)  0.370
H (3.11994, 6.74159, 1.02264)  0.314
H (4.83194, 7.12352, 1.25711)  0.358
H (4.88709, 8.47596, 3.31804)  0.318
H (5.71072, 6.89985, 3.49967)  0.347
H (4.54507, 7.44420, 4.72051)  0.242
C (-2.62630, 2.67258, 2.78549)  -0.806
O (-1.30490, 3.05260, 3.13719)  0.010
C (-1.13921, 3.21123, 4.54418)  -0.621
C (-0.45164, 2.00299, 5.15905)  -0.524
O (-1.27481, 0.84285, 5.08334)  -0.392
C (-0.89160, -0.02711, 4.03189)  -0.660
H (-2.61476, 2.34109, 1.74642)  0.006
H (-2.99641, 1.85422, 3.40633)  0.446
H (-3.29638, 3.53365, 2.87240)  0.320
H (-2.10051, 3.40441, 5.02995)  0.376
H (-0.50461, 4.09007, 4.69359)  0.371
H (-0.27734, 2.20203, 6.22068)  0.394
H (0.51979, 1.82321, 4.68696)  0.295
H (0.02453, -0.56029, 4.30629)  0.338
H (-0.73655, 0.51135, 3.09230)  0.210
H (-1.68964, -0.75679, 3.88814)  0.267
C (-9.73210, -2.96374, 0.28535)  -0.847
O (-8.62863, -2.69661, 1.14096)  -0.338
C (-8.90162, -1.65293, 2.07204)  -0.496
C (-9.23023, -2.20935, 3.44863)  -0.530
O (-10.45818, -2.92694, 3.43792)  -0.372
C (-10.26686, -4.33342, 3.40219)  -0.700
H (-9.54550, -3.90944, -0.22384)  0.249
H (-10.66803, -3.04763, 0.84074)  0.464
H (-9.81763, -2.17118, -0.46533)  0.290
H (-9.70761, -1.00797, 1.70822)  0.363
H (-7.99298, -1.04644, 2.14649)  0.349
H (-9.35537, -1.37291, 4.14346)  0.370
H (-8.41466, -2.83717, 3.82192)  0.332
H (-9.94115, -4.68866, 4.38460)  0.324
H (-9.53600, -4.62684, 2.64425)  0.295
H (-11.22330, -4.79914, 3.16289)  0.248

Calculated values
- Charge: +1
- E_HOMO: -10.60 eV
- Kohn-Sham gap: 7.58 eV
- Strongest force on any atom: 4.78 eV Å⁻¹
- M: 981.619 g/mol